[1]
DFT (ωB97M-V/def2-TZVPD) results for C5H10N4 as an isolated structure in a non-equilibrium geometry.

E	-415.278983	a.u.
net charge	0

```
19
C5H10N4, DFT ωB97M-V/def2-TZVPD
H -1.49062 -1.50199 -1.54417
C 2.34348 0.08055 0.07439
N -2.98084 -0.62584 -0.00836
H 3.69531 -0.95623 1.62201
N 0.39263 -0.64164 -1.22724
C 1.19452 0.34258 -0.97005
C -1.36037 0.85217 0.94533
C 3.02889 -1.08854 0.42720
H -3.61582 -0.23380 -0.71920
N -1.71822 0.17380 -0.38347
H 2.87571 -2.12689 0.00584
H -0.52841 0.58262 1.63852
H 1.52026 2.40908 -0.90105
H 2.60471 1.01530 0.63566
H -2.11981 0.41073 1.73472
N 0.88044 1.62266 -1.12832
H -1.29648 2.15433 0.94349
H -2.53636 -1.78150 -0.15430
C -0.88903 -0.68739 -0.99100
```


[2]
DFT (ωB97M-V/def2-TZVPD) results for C27H47CrFGeI2N3O3Si3 as an isolated structure in a non-equilibrium geometry.

2S+1	6
E	-6131.697793	a.u.
<S²>	8.84
net charge	+2

```
88
C27H47CrFGeI2N3O3Si3, DFT ωB97M-V/def2-TZVPD
N 3.90880 -1.33583 3.86094
H 3.96213 -3.77671 5.03951
H 5.67820 -0.86486 2.80354
H 3.73246 -0.84000 5.87293
Cr -0.42864 -0.22000 -3.14508
H -4.62762 3.75994 -1.51096
H 7.17883 -2.15503 4.29952
C -1.36233 5.10345 -3.01071
C -1.18797 3.51396 -5.63656
H 6.15702 -3.51421 6.01091
H -2.01064 0.19268 0.70333
C -1.31254 -4.76994 2.78746
O 0.58142 -0.39595 -1.50114
H -3.13452 4.15460 0.14076
H 2.40094 -1.79685 5.25801
C -4.37881 1.11124 -4.53650
H -1.48355 -5.13098 1.78214
Si -0.68519 3.61354 -3.87002
H 0.94678 -3.29237 -6.11206
C 3.03853 -1.32485 2.77361
H 0.79818 2.24937 1.14862
H 0.86391 -5.06719 2.55408
C 4.16103 -2.93455 5.70006
Ge -1.80065 1.86397 -2.43561
H -1.05101 5.98553 -3.58307
H 5.60141 -0.24216 4.44245
H 1.09376 1.94466 -0.57075
C -2.06638 4.10478 0.36036
Si -4.17547 1.68100 -2.78482
C -4.84093 3.40019 -2.51940
I 0.38137 -3.24702 -3.45994
H 1.61673 -2.68015 3.62828
C 3.30139 -0.56361 1.60359
H -1.37623 4.52833 -6.00251
C -1.12104 -2.59103 0.76218
H -0.75204 -4.07638 -5.77620
H -1.94835 4.18770 1.44587
C 1.12441 3.37171 -3.51965
H -2.05582 -3.12769 0.86215
C 1.85390 -2.04342 2.79099
H 0.88985 3.59742 0.01338
N 5.65137 -2.69655 5.66819
H -0.90643 -2.83014 3.78324
I 0.10675 0.21773 -5.58577
H -2.09641 2.92958 -5.78225
C 0.11459 -3.51607 -5.46592
C 0.94794 -1.99233 1.72058
C 3.47719 -1.67173 5.20182
O -3.06719 -2.39958 -1.12557
H 5.89241 -3.18906 3.63939
H -4.44169 4.12376 -3.23363
H -0.96236 5.19669 -2.00391
N -0.24984 -2.70000 1.76625
C 1.23907 -1.23070 0.58626
H -4.65195 -0.52167 -1.77172
H -3.94652 1.82571 -5.23972
H -1.59084 4.97401 -0.08998
H -0.40075 3.06489 -6.23643
C 5.34384 -1.09721 3.80529
C 0.28872 -1.11838 -0.49299
H -3.14619 1.45461 1.15266
H 2.71804 0.05042 -0.32692
H 1.73145 3.77616 -4.33615
H -6.01879 0.59358 -1.61067
H -5.92829 3.38434 -2.64030
H 1.37588 2.31825 -3.42232
H -4.61952 0.74723 -0.54416
H 1.40543 3.89036 -2.60021
H 0.32224 -4.96387 4.29571
Si -1.31308 2.47075 -0.14091
H -5.43434 0.98504 -4.79367
H -2.09952 -5.00684 3.48810
H -1.61211 1.31076 2.01851
H 5.87421 -1.92061 6.29690
C -4.92872 0.51207 -1.56548
C -0.61404 -3.46107 2.95395
C 0.11009 -4.74047 3.25878
C -0.91746 -1.83192 -0.36407
H 3.87454 -3.19098 6.71801
H -3.88136 0.14909 -4.67973
C -2.09778 -1.70834 -1.29965
C 0.54114 2.56853 0.13314
C 2.45752 -0.53336 0.54556
C -2.08375 1.22791 1.03385
O -2.00203 -0.79768 -2.24897
C 6.10517 -2.33083 4.27370
F 4.41472 0.19298 1.55022
H -2.45264 5.11166 -2.95869
```


[3]
DFT (ωB97M-V/def2-TZVPD) results for a 12-piece molecular cluster, C38H42F10O36 overall in a non-equilibrium geometry.

SMILES	O=C1OC[C@@H](F)O1.O=C1OC[C@@H](F)O1.O=C1OC[C@@H](F)O1.O=C1OC[C@@H](F)O1.O=C1OC[C@@H](F)O1.O=C1OC[C@@H](F)O1.O=C1OC[C@@H](F)O1.O=C1OC[C@@H](F)O1.O=C1OC[C@@H](F)O1.O=C1OC[C@@H](F)O1.C[C@H]1COC(=O)O1.C[C@H]1COC(=O)O1
E	-5180.558094	a.u.
net charge	0

```
126
C38H42F10O36, DFT ωB97M-V/def2-TZVPD
F 17.84405 4.02446 17.20440
C 15.33865 -5.98421 17.82525
H 17.33904 -4.34380 23.32197
H 20.81761 -0.38451 16.18091
C 14.41884 -0.77437 16.98943
O 17.08344 1.20653 16.88709
H 17.83316 -4.71025 12.37871
O 18.38945 -0.21131 18.07659
H 14.35099 -2.17207 21.20327
C 19.64467 -0.83420 17.94691
C 23.15004 3.64727 13.38074
O 19.94277 2.16964 21.09903
C 18.41602 -4.38515 23.48473
H 18.68235 -0.08165 13.10602
H 15.22550 5.18227 18.44307
H 18.73068 -2.81549 18.42755
O 17.25361 -0.90944 21.03105
O 23.97347 0.41695 17.85390
C 23.71435 -0.52821 18.77080
O 13.44852 -2.51699 17.94028
O 21.95951 1.43323 21.21218
O 13.22886 3.31805 16.72533
C 21.07217 2.68451 14.52962
C 12.65047 4.47292 16.73961
H 18.76450 0.53175 10.88058
H 16.33996 -2.21860 22.42100
C 19.47040 -3.96971 13.67802
O 17.98778 -4.38108 16.60556
H 19.19484 -6.36304 23.18552
H 15.41630 -0.67837 17.41834
O 19.81797 5.96071 18.12966
H 20.96906 -0.15683 20.52360
F 16.79923 0.49919 10.54888
H 22.73891 1.58252 13.50773
C 19.66438 -2.27455 18.58151
O 21.09651 -2.81840 22.09310
O 21.63115 5.44130 16.71262
H 20.58219 -2.82122 18.36499
H 16.90289 -6.54210 19.13327
O 13.53406 -4.64274 20.42347
O 16.93786 3.28640 13.50357
H 20.43229 -4.23529 13.23947
H 18.01543 5.68939 18.91706
O 16.67907 1.30985 20.65750
C 17.81884 0.75396 11.37502
O 19.53122 -4.10757 15.05022
O 19.06780 -3.27215 22.91546
H 15.31033 2.76872 17.15506
O 18.71946 0.01276 16.00879
C 20.02890 1.09916 22.05201
C 15.19157 -1.79633 20.61988
C 25.36793 0.69708 19.59724
H 18.74672 -5.95664 13.30040
H 20.40452 -0.16072 18.34335
H 13.12803 -2.05351 15.83240
F 25.31200 1.49004 20.70642
F 15.25767 -7.33742 17.75495
C 18.04116 0.43911 16.99722
F 19.14458 -2.71774 13.28021
H 14.16504 -0.15316 16.13049
C 24.44914 3.15811 15.12963
C 18.97937 5.18055 18.91950
C 24.68181 1.46618 18.47650
F 20.23687 1.50158 23.30268
C 22.53066 2.45395 14.12848
O 17.01769 0.97115 13.59108
C 18.33034 -4.94948 13.31876
C 16.42564 0.14130 20.72458
O 25.27360 3.33936 16.04310
H 20.80045 1.95620 15.29371
O 11.48357 4.74273 16.44141
C 18.26870 -4.35431 15.46545
O 21.60741 3.50082 20.35929
C 20.19783 -3.57077 22.36282
H 19.69830 -2.29149 19.67085
H 23.99595 2.24255 18.81551
O 15.18207 -0.38443 20.46235
H 22.59302 4.57616 13.50312
O 20.27547 -4.91450 22.22502
O 17.72766 2.03297 11.77904
C 19.83517 -0.78549 16.43012
H 17.17101 -0.90909 12.67622
O 20.14687 3.88313 17.51548
C 20.66174 5.11335 17.38847
C 17.20906 2.18937 13.00329
O 12.13900 -1.55311 19.55065
F 15.37236 5.04171 16.41960
H 21.61048 -0.44253 22.18000
F 18.70099 -4.59592 24.75473
C 18.87192 3.91074 18.09943
H 16.96695 -4.79835 18.63684
C 13.86880 -2.13225 16.62812
C 21.19552 0.29262 21.49045
F 14.95787 -2.89871 16.21685
H 20.76598 3.65893 14.91022
H 23.18792 3.61636 12.29184
H 20.36121 2.36308 13.76847
H 25.43846 1.80611 17.76937
C 14.30862 -5.16243 19.64922
H 14.24813 3.01872 18.54593
H 18.37909 -5.71736 21.70793
O 24.55630 -0.37459 19.79064
H 15.10121 -2.24404 19.63019
H 26.41412 0.47034 19.39189
O 15.52975 -5.52118 20.03046
O 17.47447 -4.69870 14.43981
H 19.15055 0.45448 22.08349
C 14.70754 4.78549 17.56993
F 17.05543 -3.15375 20.81297
O 14.21083 -5.36171 18.37560
H 19.90662 -1.75351 15.93421
C 16.52783 -2.04347 21.36169
H 18.68165 3.03643 18.72190
C 21.21260 2.41602 20.79082
C 17.67857 0.05513 12.70375
C 18.99363 -5.48154 22.57675
H 19.47041 4.94400 19.86344
O 13.39067 -0.38123 17.98413
O 23.30647 2.40902 15.30143
O 24.45154 3.69124 13.97632
C 12.81691 -1.49270 18.51688
H 15.75510 -5.67316 16.86718
C 16.33144 -5.65670 18.85467
O 13.40215 5.29992 17.38388
O 22.95414 -1.47138 18.60931
C 14.43723 3.31377 17.51380
```


[4]
DFT (ωB97M-V/def2-TZVPD) results for one molecule with the formula C15H11Cl2NO3.

SMILES	O=C(O)Cc1ccc(NC(=O)c2ccc(Cl)c(Cl)c2)cc1
E	-1779.122519	a.u.
net charge	0

```
32
C15H11Cl2NO3, DFT ωB97M-V/def2-TZVPD
C -0.27983 0.43715 -0.60516
O 2.48186 3.58136 -0.02682
H -3.56752 -1.99316 1.36333
C -1.19001 -0.60153 -0.59081
C -0.33928 1.42769 0.37073
H 0.46950 0.48722 -1.37932
Cl 4.77293 -2.66685 -0.71020
H -3.04078 0.31703 2.07224
C 3.06584 -1.02309 0.59568
N 0.56779 2.49563 0.39994
C 3.46812 1.06491 -1.18091
C -2.18275 -0.67083 0.37772
H 0.19163 3.39251 0.68444
H -6.03522 -2.20452 -1.07603
O -5.27556 -2.43314 -0.51743
C -3.19000 -1.78268 0.36070
Cl 2.81549 -2.31268 1.70939
C 4.14314 -0.12745 -1.36014
H 1.72460 0.27848 1.61647
C -1.35153 1.38005 1.32503
C 1.88660 2.52778 0.06321
C 2.57020 1.21240 -0.12940
O -4.54009 -0.41631 -1.11986
H 3.62771 1.89164 -1.85548
H -1.41954 2.16074 2.06859
H 4.83255 -0.25152 -2.18003
H -1.13310 -1.36338 -1.35379
C 2.38725 0.17024 0.77233
H -2.75700 -2.70458 -0.03257
C -4.38139 -1.43496 -0.50831
C 3.93970 -1.17917 -0.47870
C -2.26132 0.34103 1.32516
```